1.
94
Properties=species:S:1:pos:R:3 method="wB97M-V/def2-TZVPD" lumo_energy_ev=-3.5 total_charge=+1 orbital_gap_ev=8.773
C -1.640 1.532 -1.339
C -0.289 2.477 -1.399
P 1.077 1.848 -0.199
S 2.372 3.479 0.321
C 1.970 0.263 -0.782
C 3.149 0.497 -1.897
C 4.529 1.195 -1.267
C 2.678 1.286 -3.254
H -1.469 0.469 -0.878
H -2.085 1.501 -2.446
H -2.486 2.054 -0.689
H -0.625 3.549 -0.997
H 0.101 2.674 -2.501
H 0.371 1.483 1.037
H 2.762 4.117 -0.867
H 2.494 -0.211 0.180
H 1.224 -0.566 -1.201
H 3.498 -0.589 -2.244
H 5.428 0.422 -1.402
H 4.783 2.126 -1.955
H 4.420 1.473 -0.129
H 3.671 1.479 -3.888
H 2.019 0.571 -3.946
H 2.178 2.333 -3.073
C 5.535 5.824 0.638
C 6.349 4.600 0.910
O 6.958 4.330 -0.338
C 6.989 5.508 -1.028
O 7.596 5.679 -2.072
O 6.254 6.469 -0.396
H 5.451 6.472 1.515
H 4.530 5.585 0.275
H 7.133 4.777 1.655
H 5.735 3.755 1.234
C 1.438 -2.739 3.827
C 1.920 -1.386 4.241
O 1.479 -0.548 3.190
C 0.419 -1.174 2.600
O -0.310 -0.659 1.770
O 0.282 -2.451 3.062
H 1.188 -3.372 4.683
H 2.160 -3.264 3.194
H 1.464 -1.049 5.178
H 3.008 -1.345 4.340
C 0.243 -0.891 -6.731
C 0.263 -2.300 -6.233
O 0.164 -2.151 -4.830
C -0.423 -0.940 -4.600
O -0.815 -0.561 -3.509
O -0.515 -0.210 -5.749
H -0.227 -0.803 -7.714
H 1.244 -0.449 -6.774
H -0.595 -2.881 -6.589
H 1.183 -2.824 -6.504
C -1.426 3.151 2.811
C -1.407 1.742 3.309
O -1.506 1.892 4.712
C -2.093 3.102 4.943
O -2.484 3.482 6.034
O -2.185 3.833 3.793
H -1.896 3.239 1.828
H -0.425 3.594 2.768
H -2.265 1.162 2.954
H -0.486 1.218 3.038
C -3.016 -4.208 1.833
C -2.242 -4.629 0.626
O -1.761 -5.912 0.980
C -2.600 -6.400 1.940
O -2.583 -7.548 2.351
O -3.461 -5.436 2.379
H -3.864 -3.566 1.581
H -2.391 -3.698 2.574
H -2.872 -4.720 -0.264
H -1.412 -3.951 0.407
C -4.900 -3.804 -7.777
C -4.851 -3.421 -6.334
O -3.567 -2.841 -6.195
C -3.192 -2.407 -7.433
O -2.217 -1.708 -7.652
O -4.051 -2.855 -8.395
H -5.911 -3.745 -8.189
H -4.500 -4.807 -7.958
H -5.607 -2.673 -6.073
H -4.960 -4.284 -5.670
C -2.198 0.305 7.241
C -3.313 0.783 8.114
O -4.279 -0.244 8.000
C -3.612 -1.378 7.637
O -4.108 -2.492 7.615
O -2.317 -1.104 7.305
H -1.218 0.629 7.602
H -2.317 0.623 6.199
H -3.013 0.873 9.163
H -3.723 1.740 7.778

2.
89
Properties=species:S:1:pos:R:3 method="wB97M-V/def2-TZVPD" lumo_energy_ev="0.4 / -1.6" orbital_gap_ev="7.434 / 6.903" multiplicity=5
Ir -0.110 -0.072 -0.437
C 0.470 3.245 1.519
C -0.909 2.690 1.454
C -2.067 3.185 2.055
C -3.085 2.348 1.628
C -4.525 2.401 1.990
N -2.545 1.422 0.818
N -1.222 1.623 0.725
B -3.296 0.392 -0.058
N -2.897 -1.026 0.371
N -1.638 -1.349 0.716
C -1.609 -2.651 1.003
C -0.396 -3.401 1.420
C -2.896 -3.172 0.868
C -3.685 -2.113 0.460
C -5.137 -2.143 0.151
N -2.904 0.664 -1.525
N -1.646 0.993 -1.862
C -1.651 1.393 -3.128
C -0.451 1.949 -3.810
C -2.947 1.298 -3.635
C -3.717 0.833 -2.587
C -5.175 0.542 -2.600
H 0.575 3.899 2.382
H 0.675 3.824 0.619
H 1.203 2.437 1.584
H -2.149 4.035 2.701
H -4.683 3.148 2.761
H -4.860 1.433 2.355
H -5.132 2.665 1.126
H -4.460 0.541 0.071
H 0.474 -2.743 1.445
H -0.207 -4.205 0.710
H -0.550 -3.849 2.402
H -3.202 -4.184 1.035
H -5.546 -3.110 0.433
H -5.301 -1.996 -0.915
H -5.670 -1.361 0.686
H 0.285 2.241 -3.066
H -0.738 2.820 -4.396
H -0.006 1.222 -4.490
H -3.274 1.545 -4.625
H -5.591 0.821 -3.565
H -5.692 1.093 -1.817
H -5.351 -0.520 -2.440
C 3.084 1.744 -2.145
C 2.423 0.576 -2.778
N 1.406 -0.097 -2.280
C 1.081 -1.067 -3.187
C 1.935 -0.975 -4.265
N 2.778 0.068 -3.973
C 2.083 -1.687 -5.563
O 1.213 -2.620 -5.824
O 2.980 -1.351 -6.309
C -0.030 -2.047 -2.911
O -0.331 -2.846 -3.815
O -0.546 -1.988 -1.779
H 2.614 1.933 -1.180
H 2.976 2.630 -2.773
H 4.148 1.557 -2.003
H 3.518 0.358 -4.599
H 0.535 -2.768 -5.045
C -0.292 0.604 4.087
Si 1.442 -0.062 3.632
C 2.770 1.157 4.302
C 1.709 -1.742 4.521
As 1.695 -0.310 1.286
Si 4.025 -0.672 1.036
C 4.959 1.011 1.064
C 4.807 -1.777 2.400
C 4.323 -1.531 -0.648
H -0.504 0.485 5.144
H -1.060 0.073 3.531
H -0.391 1.658 3.853
H 2.619 1.379 5.353
H 2.758 2.100 3.761
H 3.764 0.732 4.198
H 1.722 -1.629 5.602
H 2.653 -2.190 4.227
H 0.915 -2.441 4.272
H 5.085 1.362 2.084
H 4.406 1.775 0.525
H 5.948 0.940 0.620
H 4.749 -1.309 3.378
H 5.856 -1.972 2.195
H 4.303 -2.739 2.457
H 3.893 -0.951 -1.456
H 3.845 -2.507 -0.670
H 5.377 -1.672 -0.868

3.
80
Properties=species:S:1:pos:R:3 method="wB97M-V/def2-TZVPD" lumo_energy_ev="-7.4 / -8.4" total_charge=+2 orbital_gap_ev="6.193 / 5.625" multiplicity=3
N -4.804 -1.370 4.630
C -3.608 -0.796 4.773
C -3.088 0.106 3.840
C -3.854 0.439 2.695
C -5.123 -0.175 2.564
C -5.548 -1.070 3.561
C -3.295 1.258 1.636
Pd 0.364 0.416 -3.290
P 2.959 0.789 -2.607
C -3.883 1.506 0.419
C -3.079 2.066 -0.656
C -3.384 1.879 -2.039
C -2.308 1.734 -2.926
C -1.023 1.684 -2.364
C -0.742 2.414 -1.208
C -1.805 2.636 -0.338
Br 1.197 -0.164 -5.616
H -2.313 1.701 1.855
H -4.925 1.225 0.196
H -2.085 0.498 3.954
H -5.753 -0.026 1.681
H -3.029 -1.046 5.662
H -6.527 -1.558 3.493
H -4.431 1.815 -2.377
H -1.647 3.138 0.619
H -2.448 1.576 -3.995
H 0.262 2.769 -0.987
P -0.239 -1.349 -1.897
C 3.076 2.445 -1.852
C 4.360 3.229 -2.102
H 2.887 2.300 -0.776
H 2.202 2.987 -2.246
H 4.301 4.180 -1.561
H 5.258 2.714 -1.743
H 4.497 3.465 -3.163
C 3.976 0.724 -4.134
C 5.490 0.617 -4.057
H 3.667 1.595 -4.729
H 3.568 -0.146 -4.679
H 5.896 0.739 -5.069
H 5.946 1.393 -3.435
H 5.817 -0.367 -3.705
C 3.727 -0.343 -1.372
C 5.098 0.006 -0.819
H 3.747 -1.327 -1.862
H 2.990 -0.399 -0.558
H 5.368 -0.742 -0.067
H 5.880 -0.017 -1.581
H 5.115 0.982 -0.324
C 0.707 -2.039 -0.467
C 1.688 -3.167 -0.763
H -0.023 -2.381 0.280
H 1.200 -1.172 -0.002
H 1.987 -3.640 0.182
H 1.249 -3.945 -1.399
H 2.597 -2.795 -1.245
C -0.458 -2.739 -3.076
C -1.257 -2.339 -4.311
H -0.919 -3.580 -2.536
H 0.561 -3.031 -3.367
H -1.137 -3.111 -5.079
H -2.325 -2.201 -4.109
H -0.841 -1.409 -4.741
C -1.917 -1.097 -1.162
C -2.322 -1.904 0.077
H -2.626 -1.271 -1.987
H -1.971 -0.022 -0.947
H -3.405 -1.792 0.226
H -2.093 -2.972 -0.043
H -1.826 -1.515 0.979
N 1.703 1.516 4.098
C 2.036 0.814 2.833
C 0.896 1.211 1.890
O 1.016 0.923 0.682
O -0.061 1.820 2.471
H 2.359 2.286 4.258
H 1.769 0.890 4.898
H 0.719 1.880 3.908
H 3.001 1.152 2.461
H 2.051 -0.266 2.997

What did the third record say?
80
Properties=species:S:1:pos:R:3 method="wB97M-V/def2-TZVPD" lumo_energy_ev="-7.4 / -8.4" total_charge=+2 orbital_gap_ev="6.193 / 5.625" multiplicity=3
N -4.804 -1.370 4.630
C -3.608 -0.796 4.773
C -3.088 0.106 3.840
C -3.854 0.439 2.695
C -5.123 -0.175 2.564
C -5.548 -1.070 3.561
C -3.295 1.258 1.636
Pd 0.364 0.416 -3.290
P 2.959 0.789 -2.607
C -3.883 1.506 0.419
C -3.079 2.066 -0.656
C -3.384 1.879 -2.039
C -2.308 1.734 -2.926
C -1.023 1.684 -2.364
C -0.742 2.414 -1.208
C -1.805 2.636 -0.338
Br 1.197 -0.164 -5.616
H -2.313 1.701 1.855
H -4.925 1.225 0.196
H -2.085 0.498 3.954
H -5.753 -0.026 1.681
H -3.029 -1.046 5.662
H -6.527 -1.558 3.493
H -4.431 1.815 -2.377
H -1.647 3.138 0.619
H -2.448 1.576 -3.995
H 0.262 2.769 -0.987
P -0.239 -1.349 -1.897
C 3.076 2.445 -1.852
C 4.360 3.229 -2.102
H 2.887 2.300 -0.776
H 2.202 2.987 -2.246
H 4.301 4.180 -1.561
H 5.258 2.714 -1.743
H 4.497 3.465 -3.163
C 3.976 0.724 -4.134
C 5.490 0.617 -4.057
H 3.667 1.595 -4.729
H 3.568 -0.146 -4.679
H 5.896 0.739 -5.069
H 5.946 1.393 -3.435
H 5.817 -0.367 -3.705
C 3.727 -0.343 -1.372
C 5.098 0.006 -0.819
H 3.747 -1.327 -1.862
H 2.990 -0.399 -0.558
H 5.368 -0.742 -0.067
H 5.880 -0.017 -1.581
H 5.115 0.982 -0.324
C 0.707 -2.039 -0.467
C 1.688 -3.167 -0.763
H -0.023 -2.381 0.280
H 1.200 -1.172 -0.002
H 1.987 -3.640 0.182
H 1.249 -3.945 -1.399
H 2.597 -2.795 -1.245
C -0.458 -2.739 -3.076
C -1.257 -2.339 -4.311
H -0.919 -3.580 -2.536
H 0.561 -3.031 -3.367
H -1.137 -3.111 -5.079
H -2.325 -2.201 -4.109
H -0.841 -1.409 -4.741
C -1.917 -1.097 -1.162
C -2.322 -1.904 0.077
H -2.626 -1.271 -1.987
H -1.971 -0.022 -0.947
H -3.405 -1.792 0.226
H -2.093 -2.972 -0.043
H -1.826 -1.515 0.979
N 1.703 1.516 4.098
C 2.036 0.814 2.833
C 0.896 1.211 1.890
O 1.016 0.923 0.682
O -0.061 1.820 2.471
H 2.359 2.286 4.258
H 1.769 0.890 4.898
H 0.719 1.880 3.908
H 3.001 1.152 2.461
H 2.051 -0.266 2.997